Record 1
Density functional theory data (ωB97M-V/def2-TZVPD) for a 2-piece molecular cluster, C3H8OS overall in a non-equilibrium geometry.

Summary:
Spin multiplicity = 1
Highest occupied orbital energy = -0.330 hartree
LUMO level = 1.05 eV
Relative energy (zero: lowest compared OMol25 entry of this formula, charge and spin) = 15.76 kcal per mole
Gap between HOMO and LUMO = 10.017 eV

The geometry in XYZ format:
```
13
Properties=species:S:1:pos:R:3:forces:R:3:lowdin_charge:R:1
C -4.37932 0.19775 -1.43089 0.3 -0.7 -0.4 -0.05
C -3.67179 -1.09694 -1.72049 1.0 -0.1 -0.8 -0.32
O -2.47423 -1.19296 -1.59841 0.0 0.0 0.4 0.02
H -3.65349 0.79856 -0.88401 -0.5 0.1 0.3 0.08
H -5.35625 0.03521 -0.99246 0.0 0.2 0.4 0.07
H -4.53794 0.65400 -2.40595 -0.1 0.2 -0.2 0.08
H -4.14864 -1.96086 -2.22773 -0.7 0.3 0.4 0.12
C 4.95224 0.68494 2.24244 -0.3 -0.3 -0.2 -0.49
S 4.34243 0.44515 0.53659 0.0 0.0 0.1 0.60
H 6.02098 0.85331 2.17760 0.0 0.1 0.2 0.01
H 4.42534 1.50391 2.71721 0.1 0.3 -0.1 0.02
H 4.74582 -0.19427 2.84742 0.2 -0.1 -0.1 0.03
H 3.73486 -0.72780 0.73867 0.0 0.0 0.0 -0.17
```
Positions in Å, forces in eV/Å.

---

Record 2
Density functional theory data (ωB97M-V/def2-TZVPD) for a single C5H15N2 molecule in a non-equilibrium geometry.

Summary:
Spin multiplicity = 2
Highest occupied orbital energy (spin up / spin down) = -0.102 / -0.347 hartree
LUMO level (spin up / spin down) = 1.12 / 0.79 eV
Relative energy (zero: lowest compared OMol25 entry of this formula, charge and spin) = 55.66 kcal per mole
⟨S²⟩ = 0.751
Gap between HOMO and LUMO (spin up / spin down) = 3.884 / 10.226 eV

The geometry in XYZ format:
```
22
Properties=species:S:1:pos:R:3:forces:R:3:lowdin_charge:R:1
C 0.28267 1.12549 -0.13308 -0.6 0.5 0.4 -0.26
N 0.94548 0.66644 -1.33150 -0.1 0.0 0.3 -0.14
C 2.27742 1.21836 -1.50688 0.3 -0.4 -1.3 -0.15
C -0.87312 0.23466 0.32621 -0.1 -1.2 -0.4 -0.35
N -0.35116 -1.18736 0.15318 1.7 0.9 1.2 -0.10
C -1.04697 -2.38143 0.62999 -0.2 0.3 0.1 -0.16
C -1.25838 0.50248 1.77079 -1.2 0.7 -1.0 -0.09
H -0.08109 2.16636 -0.13598 0.0 0.0 -0.3 0.13
H 0.98782 1.08387 0.69997 0.3 -0.1 -0.2 0.09
H 0.42063 0.86274 -2.17329 -0.2 0.0 0.1 0.11
H 2.76352 0.61516 -2.28756 0.1 0.1 0.2 0.08
H 2.25356 2.23694 -1.90811 0.1 0.2 0.4 0.08
H 2.89759 1.14272 -0.62323 -0.2 0.0 0.3 0.07
H -1.77200 0.22746 -0.28451 0.0 0.6 -0.2 0.14
H 0.52195 -1.09057 0.81852 0.3 -0.6 0.4 0.04
H 0.19336 -1.25488 -0.70986 -0.5 -0.1 -0.6 0.10
H -1.21819 -2.23839 1.69233 -0.3 0.0 0.2 0.06
H -1.97027 -2.52351 0.08178 -0.1 -0.2 0.0 0.09
H -0.36918 -3.23389 0.60682 0.1 0.0 -0.5 0.06
H -0.44528 0.88612 2.37114 0.2 -0.7 0.4 0.07
H -2.01294 1.29697 1.77166 0.1 0.3 -0.2 0.08
H -1.84967 -0.34015 2.10207 0.5 -0.2 0.8 0.06
```
Positions in Å, forces in eV/Å.

---

Record 3
Density functional theory data (ωB97M-V/def2-TZVPD) for a single C18H27N3O6S molecule in a non-equilibrium geometry.

Summary:
Spin multiplicity = 1
Highest occupied orbital energy = -0.326 hartree
LUMO level = 0.58 eV
Relative energy (zero: lowest compared OMol25 entry of this formula, charge and spin) = 37.07 kcal per mole
Gap between HOMO and LUMO = 9.443 eV

The geometry in XYZ format:
```
55
Properties=species:S:1:pos:R:3:forces:R:3:lowdin_charge:R:1
C 5.63180 3.59234 -1.05014 0.1 0.2 0.3 -0.04
O 5.62173 2.21389 -1.39886 0.0 -0.1 -0.4 -0.04
C 5.65372 1.35784 -0.38183 0.4 -0.2 0.0 -0.53
O 5.82541 1.65836 0.76875 0.0 0.0 0.0 0.12
C 5.57171 -0.08767 -0.87657 -0.3 0.4 0.0 -0.03
N 4.59826 -0.80580 -0.07713 0.3 0.1 -0.1 -0.08
C 4.90188 -2.16883 0.27483 0.0 -0.3 0.1 -0.04
C 3.45256 -0.14306 0.19776 -0.1 -0.1 0.0 -0.41
O 3.24949 0.96738 -0.26954 -0.3 0.0 -0.1 0.10
C 2.46067 -0.80257 1.09483 -0.2 0.0 0.4 -0.14
C 2.80318 -1.18545 2.38468 0.0 0.1 -0.2 -0.04
C 1.82811 -1.71485 3.21460 0.0 0.0 0.0 -0.06
C 0.53066 -1.85696 2.76883 -0.1 0.1 -0.1 0.00
C 0.17331 -1.45072 1.48045 0.3 0.0 0.2 -0.24
O -1.13173 -1.63624 1.15284 0.0 -0.1 0.2 -0.02
C -1.64732 -1.10804 -0.05889 -0.2 0.2 -0.8 -0.31
C -3.02838 -1.73893 -0.26397 0.3 0.0 0.4 -0.10
C -3.98474 -1.28010 0.83861 -0.2 -0.6 -0.2 -0.17
N -4.06004 0.15735 0.93537 -0.8 0.5 -0.1 -0.23
S -5.20724 0.92639 0.03500 0.3 -0.2 0.2 0.64
O -5.19597 2.29770 0.43611 0.2 0.1 -0.2 -0.27
O -6.40991 0.16506 0.16571 0.0 -0.2 -0.3 -0.27
N -4.66858 0.82241 -1.57729 -0.5 0.1 0.9 -0.33
C -5.50143 0.01204 -2.43786 -0.2 -0.3 -0.1 -0.12
C -4.29573 2.08889 -2.16783 0.2 0.4 0.0 -0.12
C -2.78257 0.80968 1.09291 0.4 0.5 -0.1 -0.17
C -1.78935 0.41978 -0.00338 0.1 -0.3 0.4 -0.09
C 1.14990 -0.91880 0.64681 -0.1 0.0 -0.2 0.05
H 5.73477 4.14246 -1.98185 0.0 0.0 0.0 0.09
H 4.69515 3.84911 -0.55265 0.1 0.0 0.0 0.10
H 6.46441 3.80765 -0.37727 -0.1 0.0 -0.1 0.09
H 6.54934 -0.55519 -0.74495 -0.1 0.0 0.0 0.14
H 5.29717 -0.08285 -1.93683 0.1 -0.1 0.1 0.14
H 5.71477 -2.20810 1.00505 0.0 -0.1 0.0 0.10
H 5.20755 -2.71880 -0.61891 0.0 0.0 0.0 0.10
H 4.02254 -2.64872 0.69718 0.1 0.0 -0.1 0.09
H 3.81203 -1.04608 2.74023 0.1 0.0 0.0 0.12
H 2.08306 -2.01481 4.21979 0.0 0.0 0.1 0.11
H -0.23628 -2.27012 3.40472 -0.1 -0.1 0.1 0.12
H -0.99301 -1.39653 -0.89567 -0.1 0.0 0.2 0.15
H -3.40762 -1.43253 -1.23791 0.0 0.0 -0.1 0.11
H -2.94008 -2.82552 -0.23708 0.0 0.0 -0.1 0.13
H -4.99839 -1.63624 0.65817 0.1 -0.2 0.1 0.11
H -3.63436 -1.66393 1.80150 -0.1 0.0 0.0 0.13
H -6.37305 0.56611 -2.80343 0.0 0.0 0.0 0.09
H -5.85201 -0.84355 -1.86890 -0.1 -0.1 -0.2 0.08
H -4.91077 -0.32567 -3.29152 0.0 0.0 0.0 0.09
H -3.79782 2.68744 -1.41130 0.1 0.2 -0.2 0.08
H -3.61725 1.90727 -3.00341 0.0 0.0 0.0 0.09
H -5.16828 2.64370 -2.52992 0.0 0.0 0.0 0.09
H -2.97418 1.88214 1.09038 0.2 0.0 0.1 0.12
H -2.37868 0.52304 2.06975 -0.1 0.1 0.0 0.14
H -2.14873 0.76525 -0.97201 0.1 0.0 -0.1 0.11
H -0.82561 0.88640 0.20531 0.0 0.0 -0.1 0.12
H 0.92591 -0.58304 -0.35324 -0.1 0.1 -0.1 0.12
```
Positions in Å, forces in eV/Å.

---

Record 4
Density functional theory data (ωB97M-V/def2-TZVPD) for a single C4H9F3O3SSi molecule in a non-equilibrium geometry.

Summary:
Spin multiplicity = 1
Highest occupied orbital energy = -0.395 hartree
LUMO level = 0.51 eV
Relative energy (zero: lowest compared OMol25 entry of this formula, charge and spin) = 0.00 kcal per mole
Gap between HOMO and LUMO = 11.273 eV

The geometry in XYZ format:
```
21
Properties=species:S:1:pos:R:3:forces:R:3:lowdin_charge:R:1
C -1.62250 1.30099 1.24270 0.2 -2.0 0.1 -0.14
Si -1.28638 0.11762 -0.24169 -1.8 0.3 -1.4 0.48
C -2.73857 -1.03865 -0.74397 2.6 0.0 2.1 -0.13
O -1.14327 0.88891 -1.72092 2.5 1.8 0.2 -0.21
C 0.38364 -0.82438 -0.08295 1.2 -1.0 1.0 -0.27
S 1.63077 0.43497 0.20347 1.1 1.4 -0.1 0.70
O 1.57739 0.98179 1.54073 -0.3 -0.9 -0.6 -0.29
O 1.62676 1.41259 -0.87761 0.0 -1.2 0.4 -0.31
C 3.32198 -0.48855 0.13939 0.2 -0.2 1.1 -0.64
F 4.40088 0.28507 0.00228 -0.9 0.2 0.2 0.15
F 3.31273 -1.34552 -0.85810 -0.2 -0.5 -0.6 0.14
F 3.46121 -1.19087 1.29907 -0.3 0.6 -0.8 0.11
H -1.18640 2.22338 0.99829 0.8 1.4 -0.3 0.01
H -2.60910 1.51259 1.65457 -0.3 -0.4 -0.6 0.04
H -1.05519 0.89557 2.08356 0.1 0.1 0.1 0.02
H -2.39480 -1.77567 -1.43042 0.6 -1.4 0.1 0.02
H -3.25276 -1.38934 0.14023 -0.5 -0.3 -0.3 0.03
H -3.26597 -0.48424 -1.42549 -2.0 2.0 -1.0 -0.01
H -0.30084 1.48657 -1.84043 -2.3 -1.7 0.4 0.10
H 0.67625 -1.53867 -0.91416 -0.5 1.4 0.5 0.10
H 0.46419 -1.46418 0.83143 -0.3 0.6 -0.4 0.09
```
Positions in Å, forces in eV/Å.

---

Record 5
Density functional theory data (ωB97M-V/def2-TZVPD) for an isolated ion of composition C4H8N and charge +1 in a non-equilibrium geometry.

Summary:
Spin multiplicity = 1
Highest occupied orbital energy = -0.541 hartree
LUMO level = -5.86 eV
Charge = +1
Relative energy (zero: lowest compared OMol25 entry of this formula, charge and spin) = 23.76 kcal per mole
Gap between HOMO and LUMO = 8.850 eV

The geometry in XYZ format:
```
13
Properties=species:S:1:pos:R:3:forces:R:3:lowdin_charge:R:1
C 1.56500 0.86670 1.75854 0.7 -1.2 -0.7 0.21
N 0.37471 0.84519 1.27366 2.2 1.1 -0.9 0.06
C -0.15837 -0.23328 0.46363 -0.9 -0.2 -0.2 -0.10
C -0.19593 -0.18099 -0.86278 0.0 0.2 0.3 -0.10
C -1.22509 -0.91833 -1.66961 0.6 -0.8 0.9 -0.06
H 2.05358 1.63470 2.34999 -0.7 0.5 -0.2 0.13
H 2.22035 0.05612 1.43586 -0.3 -0.4 0.8 0.14
H 0.03641 1.78595 1.05277 -1.1 -0.2 1.0 0.19
H -0.70783 -0.97604 1.02722 -0.2 0.3 0.2 0.13
H 0.50016 0.47933 -1.36669 -0.2 0.4 -0.2 0.12
H -1.70818 -0.20251 -2.32917 0.1 -0.3 -0.4 0.10
H -0.79321 -1.80512 -2.13651 0.0 0.4 -0.7 0.09
H -1.96159 -1.35171 -0.99690 -0.2 0.3 0.1 0.08
```
Positions in Å, forces in eV/Å.

---

Record 6
Density functional theory data (ωB97M-V/def2-TZVPD) for C25H16Cl5CoF2N3P as an isolated structure.

Summary:
Spin multiplicity = 4
Highest occupied orbital energy (spin up / spin down) = -0.169 / -0.203 hartree
LUMO level (spin up / spin down) = 2.39 / 2.38 eV
Charge = -1
Relative energy (zero: lowest compared OMol25 entry of this formula, charge and spin) = 0.00 kcal per mole
⟨S²⟩ = 3.762
Gap between HOMO and LUMO (spin up / spin down) = 6.982 / 7.904 eV

The geometry in XYZ format:
```
53
Properties=species:S:1:pos:R:3:forces:R:3:lowdin_charge:R:1
Co 0.41386 -0.68695 1.47138 -0.5 0.0 0.4 0.38
Cl 1.62877 -2.55673 3.83798 0.0 0.0 0.0 0.68
C 0.61877 -3.47169 2.75751 -0.1 0.0 -0.1 -0.71
C 0.13859 -2.81320 1.63067 0.1 0.2 0.0 -0.27
C -0.63822 -3.58935 0.78704 0.1 0.0 0.0 -0.68
Cl -1.23758 -2.86098 -0.69052 0.0 0.0 -0.1 0.65
C -0.95976 -4.92253 1.02865 0.1 0.0 0.1 -0.72
Cl -1.94687 -5.82834 -0.06106 0.0 0.0 -0.1 0.64
C -0.46533 -5.53121 2.17934 0.0 0.0 0.0 -0.71
Cl -0.84345 -7.18185 2.51888 0.0 0.0 0.0 0.64
C 0.33970 -4.80176 3.05255 0.0 0.0 -0.1 -0.71
Cl 0.97086 -5.55814 4.47053 0.0 0.0 0.0 0.64
N 0.86987 0.74206 -1.47394 -0.1 -0.1 -0.2 -0.10
P -0.44248 0.86875 -0.39137 0.3 -0.1 0.1 1.03
C -1.82675 1.06237 -1.56775 -0.1 0.0 0.0 -0.33
C -1.86363 2.11479 -2.48379 0.0 0.0 0.0 -0.09
C -2.90464 2.21823 -3.39038 0.0 0.0 0.0 -0.09
C -3.93190 1.28163 -3.37800 0.0 0.0 0.0 -0.09
C -3.91491 0.24796 -2.45460 0.0 0.0 0.0 -0.08
C -2.86596 0.13752 -1.55098 0.1 0.0 0.0 -0.10
C -0.29129 2.57370 0.23224 0.0 0.0 0.0 -0.37
C -1.25065 2.99904 1.15028 0.0 0.0 0.0 -0.09
C -1.17351 4.27109 1.69455 0.0 0.0 0.0 -0.08
C -0.13616 5.12196 1.33689 0.0 0.0 0.0 -0.10
C 0.83379 4.69232 0.44342 0.0 0.0 0.0 -0.09
C 0.76040 3.41931 -0.10456 0.0 0.0 0.0 -0.10
C 1.80284 -0.28105 -1.40040 -0.1 0.0 0.1 -0.38
C 2.80815 -0.38750 -2.36647 0.1 0.0 0.0 -0.02
C 3.73088 -1.40228 -2.24478 0.0 0.0 0.0 -0.08
C 3.63744 -2.28510 -1.17393 0.0 0.0 0.0 -0.07
C 2.60713 -2.10409 -0.27561 -0.1 0.1 0.0 -0.11
N 1.70050 -1.13119 -0.38606 0.2 -0.1 -0.1 0.04
H 0.85764 1.25073 -2.34484 0.1 0.0 0.0 0.10
H -1.08558 2.87122 -2.46774 0.0 0.0 0.0 0.10
H -2.92580 3.03750 -4.09842 0.0 0.0 0.0 0.10
H -4.74979 1.36761 -4.08233 0.0 0.0 0.0 0.10
H -4.71973 -0.47562 -2.43221 0.0 0.0 0.0 0.10
H -2.85190 -0.66577 -0.82610 0.0 0.0 0.0 0.06
H -2.02907 2.31947 1.47825 0.0 0.0 0.0 0.09
H -1.91186 4.58573 2.42067 0.0 0.0 0.0 0.10
H -0.07089 6.11081 1.77353 0.0 0.0 0.0 0.10
H 1.66169 5.34096 0.18527 0.0 0.0 0.0 0.10
H 1.54410 3.06665 -0.76331 0.0 0.0 0.0 0.10
H 2.85897 0.32774 -3.17781 0.0 0.0 0.0 0.10
H 4.52422 -1.50277 -2.97480 0.0 0.0 0.0 0.10
H 4.34708 -3.08818 -1.03660 0.0 0.0 0.0 0.10
H 2.47988 -2.75497 0.58088 0.0 0.0 0.0 0.11
N -1.98520 0.35441 3.44507 -0.1 0.0 0.0 -0.08
C -1.15001 -0.08275 2.76997 0.2 -0.1 -0.1 -0.35
F 2.99293 0.85993 1.06320 0.1 0.1 -0.1 -0.11
C 1.92567 0.67587 1.97342 -0.1 -0.1 0.0 -0.37
F 2.56427 0.34631 3.17509 0.1 0.0 0.0 -0.13
H 1.55493 1.69831 2.14108 0.0 0.0 0.0 0.07
```
Positions in Å, forces in eV/Å.

---

Question: Look up the relative energy (zero: lowest compared OMol25 entry of this formula, charge and spin) of the sixth one.
Answer: 0.00 kcal per mole

---

Question: Number 2 is which compound?
Answer: C5H15N2

---

Copy entry 1 word for word.
Density functional theory data (ωB97M-V/def2-TZVPD) for a 2-piece molecular cluster, C3H8OS overall in a non-equilibrium geometry.

Summary:
Spin multiplicity = 1
Highest occupied orbital energy = -0.330 hartree
LUMO level = 1.05 eV
Relative energy (zero: lowest compared OMol25 entry of this formula, charge and spin) = 15.76 kcal per mole
Gap between HOMO and LUMO = 10.017 eV

The geometry in XYZ format:
```
13
Properties=species:S:1:pos:R:3:forces:R:3:lowdin_charge:R:1
C -4.37932 0.19775 -1.43089 0.3 -0.7 -0.4 -0.05
C -3.67179 -1.09694 -1.72049 1.0 -0.1 -0.8 -0.32
O -2.47423 -1.19296 -1.59841 0.0 0.0 0.4 0.02
H -3.65349 0.79856 -0.88401 -0.5 0.1 0.3 0.08
H -5.35625 0.03521 -0.99246 0.0 0.2 0.4 0.07
H -4.53794 0.65400 -2.40595 -0.1 0.2 -0.2 0.08
H -4.14864 -1.96086 -2.22773 -0.7 0.3 0.4 0.12
C 4.95224 0.68494 2.24244 -0.3 -0.3 -0.2 -0.49
S 4.34243 0.44515 0.53659 0.0 0.0 0.1 0.60
H 6.02098 0.85331 2.17760 0.0 0.1 0.2 0.01
H 4.42534 1.50391 2.71721 0.1 0.3 -0.1 0.02
H 4.74582 -0.19427 2.84742 0.2 -0.1 -0.1 0.03
H 3.73486 -0.72780 0.73867 0.0 0.0 0.0 -0.17
```
Positions in Å, forces in eV/Å.